{"formula": "C15H15NO2", "method": "the ωB97M-V functional and the def2-TZVPD basis", "species": ["C", "C", "C", "C", "C", "C", "N", "C", "C", "C", "C", "C", "C", "O", "C", "O", "C", "C", "H", "H", "H", "H", "H", "H", "H", "H", "H", "H", "H", "H", "H", "H", "H"], "coordinates": [[4.6465, 2.3258, 0.8394], [3.7909, 1.2172, 0.3064], [4.0026, -0.1018, 0.6841], [3.1984, -1.1150, 0.1955], [2.1632, -0.8376, -0.6878], [1.2461, -1.9437, -1.1493], [0.2296, -2.2447, -0.1538], [-0.8107, -1.3752, 0.1252], [-1.3406, -1.3506, 1.4174], [-2.4380, -0.5698, 1.7593], [-2.9913, 0.2035, 0.7696], [-2.4747, 0.1868, -0.5234], [-1.3992, -0.5865, -0.8764], [-3.2031, 1.0372, -1.3170], [-4.1968, 1.5879, -0.4796], [-4.0624, 1.0703, 0.8234], [1.9483, 0.4815, -1.0654], [2.7528, 1.4928, -0.5758], [4.9800, 2.9749, 0.0316], [5.5180, 1.9325, 1.3566], [4.0760, 2.9346, 1.5410], [4.8060, -0.3399, 1.3669], [3.3821, -2.1368, 0.4991], [1.8153, -2.8636, -1.3127], [0.7583, -1.6750, -2.0865], [0.6297, -2.6413, 0.6868], [-0.8832, -1.9653, 2.1787], [-2.8331, -0.5647, 2.7611], [-1.0442, -0.5850, -1.8916], [-4.0886, 2.6850, -0.4546], [-5.1934, 1.3344, -0.8777], [1.1480, 0.7207, -1.7497], [2.5743, 2.5136, -0.8822]], "forces_ev_per_a": [[-0.04, 0.03, 0.02], [-0.01, -0.01, -0.03], [0.00, 0.03, 0.03], [-0.08, 0.00, -0.10], [0.01, -0.06, -0.13], [0.04, 0.13, 0.19], [0.22, -0.66, 0.03], [-0.42, 0.19, 0.27], [0.22, -0.07, -0.12], [-0.28, 0.32, -0.23], [0.24, -0.09, -0.47], [-0.23, 0.01, 0.64], [-0.05, 0.12, -0.06], [0.50, -0.38, -0.09], [-0.93, 0.85, -0.29], [0.18, -0.25, 0.34], [0.04, -0.06, -0.02], [0.05, 0.00, 0.05], [0.07, 0.07, 0.00], [0.07, 0.03, 0.04], [0.04, 0.07, 0.06], [0.09, 0.00, 0.06], [0.03, -0.12, 0.02], [-0.07, 0.11, -0.09], [0.08, -0.09, -0.02], [-0.06, 0.07, -0.12], [0.07, -0.07, 0.07], [-0.05, -0.01, 0.15], [0.07, -0.01, -0.16], [0.05, -0.27, 0.01], [0.26, -0.02, 0.09], [-0.09, 0.02, -0.09], [-0.02, 0.12, -0.04]], "lowdin_charge": [-0.054, -0.285, -0.046, -0.042, -0.217, -0.158, 0.014, -0.269, -0.036, 0.001, -0.214, -0.201, 0.057, 0.033, -0.169, 0.023, -0.033, -0.041, 0.079, 0.073, 0.083, 0.108, 0.111, 0.122, 0.109, 0.123, 0.106, 0.117, 0.114, 0.138, 0.138, 0.106, 0.113], "smiles": "Cc1ccc(CNc2ccc3c(c2)OCO3)cc1", "charge": 0, "homo_lumo_gap_ev": 8.103}


{"formula": "C15H15NO5Ru", "method": "the ωB97M-V functional and the def2-TZVPD basis", "species": ["Ru", "C", "C", "C", "C", "C", "H", "H", "H", "H", "H", "O", "C", "C", "C", "C", "C", "C", "C", "O", "N", "O", "O", "H", "H", "H", "H", "C", "O", "C", "C", "H", "H", "H", "H", "H", "H"], "coordinates": [[0.1071, 1.3989, 0.3303], [-1.3719, 2.3685, 1.9194], [-2.1080, 2.6588, 0.7443], [-1.3879, 3.6060, -0.0139], [-0.2060, 3.9154, 0.6842], [-0.1872, 3.1546, 1.8817], [-1.7094, 1.7745, 2.7532], [-3.0726, 2.2507, 0.4855], [-1.7021, 4.0419, -0.9492], [0.5214, 4.6568, 0.3933], [0.5332, 3.2466, 2.6797], [-1.3946, 0.4522, -1.1601], [-1.8293, -0.6961, -1.0812], [-1.1969, -1.8295, -0.4552], [-1.7073, -3.0863, -0.8000], [-1.0954, -4.2236, -0.3560], [0.0457, -4.1546, 0.4582], [0.5374, -2.9413, 0.8406], [-0.0801, -1.7248, 0.4329], [0.3461, -0.6151, 0.9115], [-1.6289, -5.5292, -0.7395], [-2.6329, -5.5591, -1.4246], [-1.0031, -6.5142, -0.3962], [-2.7874, -0.9137, -1.5798], [-2.5795, -3.1679, -1.4381], [0.5139, -5.0757, 0.7759], [1.4026, -2.8660, 1.4854], [3.2792, 2.3195, 0.8382], [3.0672, 1.6001, -0.3859], [1.8332, 1.5237, -0.8312], [1.8481, 0.7510, -2.1081], [2.7774, 1.8128, 1.6591], [2.9040, 3.3351, 0.7440], [4.3511, 2.3230, 1.0086], [2.4033, 1.3295, -2.8535], [0.8405, 0.5800, -2.4771], [2.3693, -0.2020, -1.9765]], "forces_ev_per_a": [[-0.34, -0.27, -0.14], [-0.06, 0.27, 0.09], [0.05, 0.08, 0.06], [0.03, 0.07, 0.06], [-0.14, 0.22, 0.12], [-0.01, 0.14, 0.04], [0.07, -0.13, -0.03], [0.06, -0.10, -0.04], [0.04, -0.09, -0.04], [0.10, -0.10, -0.06], [0.06, -0.07, 0.00], [-0.10, 0.02, 0.19], [0.14, -0.09, -0.10], [-0.08, 0.10, -0.04], [-0.13, -0.04, -0.06], [-0.06, -0.10, 0.11], [0.04, -0.07, 0.02], [0.01, -0.04, 0.06], [-0.02, 0.09, 0.11], [0.05, -0.02, -0.25], [0.34, 0.09, -0.32], [-0.16, 0.04, 0.08], [-0.07, -0.04, 0.16], [0.04, -0.03, -0.08], [0.04, 0.02, 0.02], [0.00, 0.02, 0.01], [-0.01, 0.00, 0.00], [0.06, 0.00, -0.04], [0.08, 0.18, 0.02], [0.16, -0.02, 0.16], [-0.10, -0.07, -0.09], [-0.06, -0.07, 0.04], [-0.03, 0.04, -0.02], [0.02, 0.00, -0.02], [-0.01, -0.01, 0.03], [0.00, -0.02, -0.03], [0.01, 0.00, 0.00]], "lowdin_spin": [2.954, 0.057, 0.118, 0.111, 0.109, 0.056, 0.003, 0.006, 0.004, 0.002, 0.008, 0.078, 0.005, 0.006, -0.001, 0.005, -0.001, 0.006, 0.010, 0.111, 0.001, 0.001, 0.001, 0.003, 0.000, 0.000, 0.000, 0.016, 0.060, 0.211, 0.040, 0.007, 0.001, 0.001, 0.004, 0.002, 0.007], "charge": 0, "spin_multiplicity": 5, "homo_lumo_gap_ev": [6.322, 7.455]}


{"formula": "C15H16BrFN2O2SiZn", "method": "the ωB97M-V functional and the def2-TZVPD basis", "species": ["Zn", "C", "Si", "C", "C", "N", "C", "C", "C", "C", "C", "C", "F", "H", "H", "H", "H", "H", "H", "H", "H", "H", "H", "H", "H", "H", "Br", "C", "C", "C", "C", "C", "N", "C", "O", "O", "H", "H", "H"], "coordinates": [[-0.6786, -0.5689, -0.0367], [1.6451, -2.8880, 0.4992], [2.4136, -1.2546, -0.0374], [3.5059, -1.5882, -1.5105], [3.4981, -0.4907, 1.2742], [1.1296, -0.0850, -0.3529], [1.4264, 1.2877, -0.3652], [2.5846, 1.9070, -0.8255], [2.7450, 3.2741, -0.7755], [1.7602, 4.1048, -0.3013], [0.6000, 3.5399, 0.2001], [0.4554, 2.1889, 0.1275], [-0.7139, 1.6147, 0.6307], [2.4667, -3.5894, 0.7425], [1.0205, -3.2866, -0.2784], [1.0113, -2.8025, 1.4121], [4.0849, -2.4773, -1.2787], [4.1639, -0.7449, -1.6665], [2.8734, -1.8208, -2.3654], [3.9592, -1.2133, 1.9620], [2.9145, 0.1742, 1.9585], [4.3247, 0.0602, 0.8290], [3.3884, 1.2533, -1.2270], [3.5979, 3.7474, -1.2284], [1.9091, 5.1637, -0.3274], [-0.1413, 4.1877, 0.7447], [-3.5466, 2.6879, -0.2542], [-4.0517, 0.8827, 0.0275], [-5.4077, 0.7004, 0.0623], [-5.8778, -0.6001, 0.1510], [-4.9759, -1.6532, 0.2485], [-3.6327, -1.3321, 0.2378], [-3.1141, -0.0894, 0.0537], [-2.6570, -2.5408, 0.3301], [-3.1282, -3.6530, 0.5584], [-1.3999, -2.2481, 0.1849], [-6.0000, 1.6329, 0.0293], [-6.9136, -0.8076, 0.2087], [-5.2395, -2.6729, 0.3583]], "forces_ev_per_a": [[0.17, 0.48, -0.07], [0.31, 0.50, 1.09], [-0.35, 0.13, 0.22], [-0.61, -0.30, 0.37], [-0.13, 0.12, 1.23], [0.21, 0.39, 0.00], [-1.28, -0.17, 0.29], [0.91, -1.34, -0.29], [0.09, 0.36, -0.69], [-0.02, -0.19, 0.14], [-1.04, 1.26, 1.03], [0.08, -0.75, 0.15], [0.43, 0.22, -0.10], [-0.40, 0.23, -0.24], [-0.25, -0.41, -0.38], [0.42, 0.00, -0.59], [0.30, -0.10, -0.05], [0.19, 0.08, -0.41], [0.20, 0.19, -0.29], [-0.08, -0.13, -0.31], [0.42, -0.25, -0.68], [-0.05, 0.25, 0.04], [-0.63, 0.67, 0.24], [0.45, -0.14, 0.04], [-0.06, 0.42, 0.16], [0.58, -0.93, -0.87], [0.48, -0.02, 0.04], [1.56, -0.16, -0.59], [-0.63, 0.30, 0.19], [0.50, -0.12, 0.30], [0.20, 1.67, 0.04], [1.02, -0.58, -0.58], [-1.29, -0.23, 0.50], [-0.39, -0.36, 0.44], [0.71, 1.46, -0.42], [-0.74, -0.73, 0.11], [-0.02, -1.07, -0.01], [-0.96, -0.04, -0.11], [-0.30, -0.69, 0.06]], "lowdin_charge": [0.891, -0.184, 0.390, -0.173, -0.174, -0.170, -0.318, -0.043, -0.097, -0.105, -0.032, -0.208, -0.071, 0.041, 0.013, 0.039, 0.030, 0.013, 0.034, 0.031, 0.049, 0.023, 0.106, 0.103, 0.097, 0.138, 0.797, -0.711, -0.129, -0.021, 0.013, -0.164, 0.076, -0.537, 0.068, -0.137, 0.102, 0.105, 0.113], "charge": 0, "homo_lumo_gap_ev": 7.658}


{"formula": "C15H16BrNO2", "method": "the ωB97M-V functional and the def2-TZVPD basis", "species": ["C", "C", "C", "C", "C", "N", "C", "O", "C", "C", "C", "C", "C", "C", "C", "O", "C", "Br", "C", "H", "H", "H", "H", "H", "H", "H", "H", "H", "H", "H", "H", "H", "H", "H", "H"], "coordinates": [[4.5155, 2.3393, 2.0769], [3.2508, 1.5923, 1.7874], [3.1626, 0.2232, 2.0152], [2.0052, -0.4790, 1.7497], [0.8742, 0.1634, 1.2446], [-0.3085, -0.5089, 0.9471], [-0.6582, -1.7797, 1.2959], [0.0430, -2.5227, 1.9479], [-2.0146, -2.2486, 0.7939], [-3.0174, -1.1961, 0.3190], [-2.6274, -0.5655, -0.9808], [-2.8408, 0.6849, -1.4792], [-2.2758, 0.6968, -2.7801], [-1.7612, -0.5460, -2.9883], [-1.0426, -1.1422, -4.1446], [-1.9754, -1.3204, -1.8992], [0.9718, 1.5387, 1.0281], [-0.5327, 2.5188, 0.3625], [2.1323, 2.2423, 1.2883], [4.4104, 3.3941, 1.8376], [4.7767, 2.2449, 3.1301], [5.3383, 1.9292, 1.4929], [4.0190, -0.3051, 2.4067], [1.9538, -1.5380, 1.9376], [-0.9881, 0.0320, 0.4226], [-1.8116, -2.9421, -0.0273], [-2.4505, -2.8373, 1.6037], [-3.1585, -0.4149, 1.0694], [-3.9835, -1.6963, 0.1898], [-3.3283, 1.4997, -0.9847], [-2.2550, 1.5235, -3.4593], [-0.0554, -1.4898, -3.8415], [-0.9338, -0.3992, -4.9285], [-1.5929, -1.9970, -4.5364], [2.1589, 3.3057, 1.1028]], "forces_ev_per_a": [[0.03, -0.04, 0.02], [-0.10, -0.05, -0.02], [-0.10, 0.21, -0.09], [0.02, -0.19, 0.03], [0.31, 0.24, 0.11], [-0.35, 0.28, -0.23], [-0.26, -0.07, -0.07], [0.12, -0.20, 0.12], [-0.09, -0.04, 0.07], [0.09, -0.31, -0.30], [-0.58, 0.85, 0.27], [0.09, -0.65, 0.31], [0.23, -0.52, -0.19], [-0.03, 0.76, -0.51], [-0.09, -0.16, 0.33], [0.08, -0.31, 0.07], [-0.27, 0.05, -0.07], [0.27, -0.10, 0.12], [0.04, -0.08, 0.02], [0.05, 0.08, 0.00], [0.07, 0.06, 0.06], [0.10, 0.04, -0.02], [0.10, -0.08, 0.05], [0.00, -0.01, 0.00], [0.13, -0.11, 0.06], [0.00, -0.02, 0.10], [0.11, 0.03, -0.05], [-0.02, 0.01, -0.06], [0.04, 0.05, 0.08], [-0.13, 0.11, 0.20], [0.07, 0.13, -0.23], [0.08, -0.01, -0.05], [0.01, 0.03, -0.04], [0.00, -0.04, -0.09], [-0.01, 0.08, -0.02]], "lowdin_charge": [-0.051, -0.285, -0.035, 0.003, -0.248, 0.129, -0.450, 0.067, -0.085, -0.113, -0.315, -0.069, -0.025, -0.318, -0.009, 0.077, -0.563, 0.806, -0.100, 0.074, 0.082, 0.082, 0.116, 0.102, 0.055, 0.128, 0.126, 0.129, 0.125, 0.102, 0.109, 0.085, 0.083, 0.084, 0.101], "smiles": "Cc1ccc(NC(=O)CCc2ccc(C)o2)c(Br)c1", "charge": 0, "homo_lumo_gap_ev": 8.960}


no.,E (a.u.)
1,-785.80891
2,-1106.18558
3,-5583.98345
4,-3360.46118